{
  "formula": "C3H4NO2",
  "method": "ωB97M-V/def2-TZVPD",
  "charge": -1,
  "lumo_ev": [4.19, 4.19],
  "smiles": "C=C([O-])CN=O",
  "gap_ev": [7.1, 7.1],
  "species": ["O", "O", "N", "C", "C", "C", "H", "H", "H", "H"],
  "positions_angstrom": [[1.9024, 1.7116, 0.2261], [-1.6781, 0.1629, -1.1702], [1.5019, 0.4683, 0.2132], [-0.9905, -0.4306, 1.0684], [0.7103, -0.0804, -0.7457], [-0.9091, -0.0002, -0.2541], [-0.1228, -0.5170, 1.5333], [0.8325, -1.1346, -0.7255], [0.7041, 0.3494, -1.7840], [-1.9507, -0.5294, 1.6386]],
  "atomic_forces_ev_per_a": [[-1.7, -4.2, -1.2], [-1.1, 0.8, -1.2], [2.4, 3.8, 2.2], [-4.4, 1.0, -2.3], [-0.7, 1.5, -2.2], [0.7, -1.7, 2.4], [3.5, -0.4, 2.3], [0.3, -0.9, -0.2], [0.1, -0.1, 1.0], [0.9, 0.2, -0.8]]
}

{
  "formula": "C3H4NO2",
  "method": "ωB97M-V/def2-TZVPD",
  "charge": 1,
  "lumo_ev": -6.82,
  "gap_ev": 9.7,
  "species": ["O", "O", "N", "C", "C", "C", "H", "H", "H", "H"],
  "positions_angstrom": [[-3.2515, -0.0059, 0.4201], [-1.7475, 0.1666, -1.1900], [0.7875, -0.1034, 0.5088], [1.2300, -1.1978, 0.0686], [-2.6471, 0.0444, -0.5237], [0.9120, 1.2095, 0.2417], [1.8828, 1.7172, 0.5323], [-0.1566, 1.6105, 0.3019], [1.5246, -1.2853, -0.9499], [1.4658, -2.1557, 0.5902]],
  "atomic_forces_ev_per_a": [[-4.0, -0.5, 2.9], [3.3, 0.3, -4.4], [2.5, 2.7, -2.1], [0.5, -1.2, 0.9], [0.6, 0.2, 1.6], [-2.6, -3.0, 3.4], [-1.2, -0.5, -0.9], [1.9, 0.6, -0.7], [-0.1, 0.4, -1.1], [-1.0, 1.1, 0.5]]
}

{
  "formula": "C3H4NO3",
  "method": "ωB97M-V/def2-TZVPD",
  "charge": -1,
  "lumo_ev": 3.95,
  "smiles": "CN1O[C@H]1C(=O)[O-]",
  "gap_ev": 8.2,
  "species": ["O", "O", "O", "N", "C", "C", "C", "H", "H", "H", "H"],
  "positions_angstrom": [[-0.9908, -0.9714, -0.4623], [1.1395, -2.5591, 0.8601], [1.5783, -0.7466, 2.1097], [0.0537, -0.0652, -0.8049], [1.0002, -1.3997, 1.2327], [-0.4430, 1.2597, -1.1045], [-0.1142, -0.5184, 0.5240], [-1.3022, 1.5520, -0.4858], [-0.7333, 1.2907, -2.1565], [0.3763, 1.9589, -0.9369], [-0.5646, 0.1991, 1.2245]],
  "atomic_forces_ev_per_a": [[-1.2, -0.8, -0.1], [0.0, -0.8, -0.4], [0.4, 0.6, 0.6], [1.3, 0.4, -0.6], [-1.0, 0.5, -0.6], [-0.3, 0.0, 0.1], [0.6, 0.1, 1.2], [0.0, -0.1, 0.0], [0.0, 0.1, 0.0], [0.0, 0.0, 0.0], [0.1, -0.1, -0.2]]
}

{
  "formula": "C3H4NO5",
  "method": "ωB97M-V/def2-TZVPD",
  "charge": -1,
  "lumo_ev": 3.99,
  "gap_ev": 9.7,
  "species": ["O", "O", "O", "O", "O", "N", "C", "C", "C", "H", "H", "H", "H"],
  "positions_angstrom": [[0.7780, -2.2937, 0.4801], [1.7483, -0.4350, 1.2317], [0.0546, 1.4184, -1.8634], [1.3078, 1.6643, -0.0235], [-1.1703, -1.0231, -1.2963], [-1.1293, 0.2763, 0.9276], [0.8149, -1.0945, 0.5598], [-0.2016, -0.1322, -0.0304], [0.4521, 1.1064, -0.7527], [-0.9491, -0.4501, -2.0394], [-1.5974, -0.5143, 1.3584], [1.6979, 0.5550, 0.9083], [-1.8060, 0.9226, 0.5399]],
  "atomic_forces_ev_per_a": [[-0.1, 0.0, 0.1], [0.2, 0.1, -0.1], [-0.2, 0.1, -0.6], [0.5, 0.3, 0.2], [2.1, 1.5, 2.6], [-0.1, -0.1, 0.2], [0.2, -0.1, 0.1], [-2.2, -1.3, -2.9], [-0.4, -0.5, 0.4], [0.1, 0.3, -0.1], [0.0, 0.1, -0.1], [-0.1, -0.3, 0.1], [0.1, -0.1, 0.0]]
}

no.,M (g/mol),total energy (eV)
1,86.07,-8757.8699
2,86.07,-8751.0050
3,102.07,-10807.4174
4,134.07,-14905.3135